ORCA calculation (wB97M-V/def2-TZVPD) on C27H55N6O3PS3V as an isolated structure in a non-equilibrium geometry.

The geometry in XYZ format:
```
96
Properties=species:S:1:pos:R:3:lowdin_spin:R:1
V -1.069 0.613 1.654 1.177
N -2.978 -0.511 1.448 -0.006
C -4.241 0.298 1.380 0.001
C -4.247 1.443 2.430 0.000
C -2.800 1.780 2.516 0.003
O -2.091 1.211 3.391 -0.002
O -2.194 2.312 1.514 0.027
H -2.936 -1.150 0.662 0.000
H -2.988 -1.079 2.292 0.001
H -5.114 -0.337 1.517 0.000
H -4.278 0.730 0.382 0.000
H -4.601 1.103 3.400 0.000
H -4.857 2.274 2.083 0.000
N -0.551 0.284 0.099 -0.167
P -0.061 0.114 -1.463 -0.022
N -0.548 -1.356 -1.942 -0.005
C -0.553 -1.700 -3.382 -0.001
C -1.699 -2.656 -3.668 0.000
C -1.492 -3.985 -2.923 0.000
C -0.696 -3.776 -1.626 0.000
C -1.004 -2.415 -1.021 -0.001
N 1.561 0.268 -1.599 -0.009
C 2.231 1.432 -0.997 -0.001
C 3.490 1.770 -1.781 0.000
C 4.424 0.562 -1.806 0.000
C 3.695 -0.664 -2.347 0.000
C 2.426 -0.927 -1.549 0.000
N -0.741 1.250 -2.407 -0.006
C -2.219 1.335 -2.374 -0.001
C -2.676 2.763 -2.629 0.000
C -2.199 3.269 -3.996 0.000
C -0.807 2.715 -4.343 0.000
C -0.041 2.357 -3.079 0.000
H 0.399 -2.166 -3.659 0.000
H -0.641 -0.777 -3.956 0.000
H -1.772 -2.823 -4.742 0.000
H -2.633 -2.181 -3.357 0.000
H -0.964 -4.695 -3.560 0.000
H -2.461 -4.431 -2.698 0.000
H 0.378 -3.833 -1.821 0.000
H -0.926 -4.557 -0.901 0.000
H -0.521 -2.288 -0.052 -0.001
H -2.090 -2.332 -0.878 0.000
H 2.499 1.176 0.034 0.000
H 1.535 2.273 -0.962 0.000
H 3.985 2.629 -1.323 0.000
H 3.219 2.050 -2.802 0.000
H 4.770 0.356 -0.787 0.000
H 5.309 0.776 -2.405 0.000
H 4.337 -1.545 -2.302 0.000
H 3.424 -0.504 -3.394 0.000
H 2.684 -1.139 -0.501 0.000
H 1.882 -1.783 -1.941 0.000
H -2.571 1.001 -1.394 -0.001
H -2.639 0.660 -3.128 0.000
H -2.294 3.396 -1.824 0.000
H -3.764 2.801 -2.568 0.000
H -2.182 4.360 -3.987 0.000
H -2.911 2.978 -4.768 0.000
H -0.233 3.435 -4.926 0.000
H -0.896 1.813 -4.952 0.000
H 0.017 3.231 -2.420 0.000
H 0.972 2.035 -3.310 0.000
S 1.014 1.658 2.589 -0.011
C 1.466 3.053 1.769 0.001
N 0.635 3.862 1.140 0.002
C 1.204 5.009 0.434 0.000
C 2.628 5.183 0.973 0.000
S 3.105 3.579 1.698 -0.001
H -0.357 3.652 1.131 0.000
H 0.601 5.893 0.632 0.000
H 1.200 4.819 -0.642 0.000
H 2.684 5.943 1.748 0.000
H 3.331 5.429 0.181 0.000
C -1.462 -4.804 4.573 0.000
C -0.558 -3.703 4.025 0.000
C -0.714 -2.429 4.845 0.000
S 0.049 -0.966 4.143 0.004
O -0.396 -1.003 2.650 0.018
C 1.802 -1.459 4.124 0.002
C 2.341 -1.792 2.734 0.000
C 3.865 -1.740 2.729 0.000
H -1.341 -5.721 4.000 0.000
H -2.513 -4.513 4.522 0.000
H -1.227 -5.031 5.613 0.000
H -0.801 -3.495 2.981 0.000
H 0.482 -4.035 4.052 0.000
H -0.264 -2.513 5.838 0.000
H -1.763 -2.158 4.983 0.000
H 1.898 -2.304 4.806 0.000
H 2.330 -0.608 4.554 0.000
H 1.939 -1.085 2.007 0.000
H 1.996 -2.784 2.440 0.000
H 4.222 -0.757 3.041 0.000
H 4.253 -1.940 1.731 0.000
H 4.297 -2.480 3.404 0.000
```

total charge	+2
multiplicity	2
highest occupied orbital energy (alpha / beta)	-14.2 / -14.2	eV
LUMO (alpha / beta)	-5.6 / -4.9	eV
calculated total energy	-4095.68219	Ha
molecular weight	689.895	g mol⁻¹